Below is a single C5H7O3P molecule, with properties calculated with wB97M-V/def2-TZVPD.

The charge is 0. The energy above the lowest of the compared OMol25 structures with the same formula, charge and spin comes out at 11.7 kcal per mole. As for the orbital gap: 9.24 eV. As for the total energy: -761.8071 a.u.

Atoms and positions in Å:
C (2.47528, 0.00750, 0.52677)
C (1.60794, 0.90714, 1.23741)
C (1.93365, -1.02579, -0.15825)
C (0.24601, 0.79758, 1.31840)
C (-2.53946, 0.15562, -1.59995)
O (-1.65215, -1.26285, 1.09003)
O (0.70149, -1.31486, -0.34497)
O (-1.31226, 0.37200, -0.89805)
P (-0.68124, -0.41276, 0.39136)
H (3.54240, 0.22088, 0.63629)
H (2.18126, 1.64185, 1.77500)
H (2.59912, -1.75470, -0.50834)
H (-0.41203, 1.42071, 1.79871)
H (-2.42150, 0.10022, -2.63438)
H (-3.18295, 1.01740, -1.29114)
H (-3.08555, -0.86995, -1.33889)